<P>
16
Properties=species:S:1:pos:R:3:mulliken_charge:R:1 method="wB97M-V/def2-TZVPD" smiles="[H]/N=C(/C=C=N)N/C(N)=N/[H]" gap_ev=9.437
H -1.704 -2.730 -0.108 0.2384
N -2.065 -1.800 0.025 -0.7260
C -1.261 -0.866 -0.077 0.5387
C -1.798 0.484 0.066 -0.5768
C -1.101 1.562 -0.076 0.4468
N -0.263 2.339 -0.427 -0.4880
N 0.051 -1.103 -0.503 -0.1837
C 1.200 -0.317 -0.223 0.3679
N 1.309 0.120 1.104 -0.4208
N 2.179 -0.329 -1.015 -0.7505
H 2.953 0.371 -0.787 0.2087
H -2.962 0.554 0.144 0.3072
H 0.563 2.523 0.079 0.2968
H 0.186 -1.771 -1.249 0.2585
H 0.550 0.189 1.752 0.2561
H 2.162 0.776 1.294 0.2267

***

<Q>
16
Properties=species:S:1:pos:R:3:mulliken_charge:R:1 method="wB97M-V/def2-TZVPD" smiles="C=CCn1nnc(N)n1" gap_ev=9.959
C 1.916 2.443 -1.093 -0.8105
C 0.933 1.697 -0.486 0.0192
C 1.195 0.502 0.400 -0.5262
N -0.057 -0.218 0.603 0.9964
N -0.830 -0.119 1.710 -0.4435
N -1.836 -0.921 1.550 -0.4003
C -1.596 -1.543 0.334 0.4917
N -2.381 -2.568 -0.123 -0.4490
N -0.515 -1.145 -0.283 -0.8029
H 1.628 3.245 -1.810 0.2429
H 2.967 2.186 -0.932 0.2636
H -0.097 1.988 -0.778 0.2698
H 1.616 0.841 1.332 0.3228
H 1.890 -0.173 -0.139 0.3297
H -1.963 -3.113 -0.877 0.2434
H -2.870 -3.101 0.593 0.2528

***

<Q> comes first in stability; the runner-up is 7.7 kcal/mol higher.

***

<P>
14
Properties=species:S:1:pos:R:3:mulliken_charge:R:1 method="wB97M-V/def2-TZVPD" gap_ev="7.840 / 8.149"
C -0.396 2.287 0.439 0.0527
C -1.654 1.511 0.399 -0.0821
C 2.317 -1.323 0.686 -0.7052
N -1.142 2.557 -0.545 -0.4664
N -1.864 -0.797 -1.403 -0.5536
O -2.651 -0.900 1.134 -0.6000
P -1.572 -0.442 0.206 0.4998
H 0.616 2.543 0.975 0.2684
H -2.408 1.483 1.165 0.3247
H 1.859 -0.535 1.389 0.1922
H 3.422 -1.583 0.757 0.2801
H 1.514 -1.999 0.322 0.2394
H -1.346 -0.260 -2.192 0.2798
H -2.869 -0.890 -1.636 0.2704

***

<Q>
14
Properties=species:S:1:pos:R:3:mulliken_charge:R:1 method="wB97M-V/def2-TZVPD" smiles="[H]/N=C/N1CC=[PH2]O1" gap_ev=8.498
H -1.858 -1.455 1.525 0.1957
N -1.429 -1.257 0.641 -0.6199
C -1.505 -0.108 0.124 0.2601
N -0.726 0.110 -1.050 -0.1820
C 0.117 1.254 -0.751 -0.4359
C 0.814 0.829 0.641 -0.7046
P 1.273 -0.830 0.157 0.3158
O 0.274 -0.969 -1.122 -0.3061
H -2.085 0.754 0.422 0.3914
H -0.631 2.004 -0.546 0.3653
H 0.882 1.530 -1.634 0.1987
H 1.725 1.373 0.991 0.3686
H 2.402 -1.506 -0.528 0.0753
H 0.746 -1.730 1.129 0.0777

***

<Q> comes first in stability; the runner-up is 5.4 kcal/mol higher.

***

<P>
21
Properties=species:S:1:pos:R:3:mulliken_charge:R:1 method="wB97M-V/def2-TZVPD" gap_ev="6.723 / 6.325" spin_multiplicity=3
C 0.184 2.293 -0.609 -0.2992
C -0.426 1.558 -1.694 -0.4275
C 0.274 1.694 0.584 -0.7176
C -0.863 0.262 -1.671 -0.4922
C 1.308 -0.340 0.621 0.1799
C -0.031 0.244 0.816 0.4457
C -1.033 -0.442 -0.463 -0.1087
C -0.949 -2.012 -0.358 -1.3586
N 2.072 -0.603 1.738 -0.4073
O 1.796 -0.429 -0.544 -0.6081
I -3.284 -0.050 0.390 -0.0601
H 0.528 3.328 -0.884 0.3387
H -0.486 2.071 -2.603 0.4443
H 0.907 2.141 1.408 0.3352
H -1.162 -0.205 -2.573 0.4424
H -0.290 -0.121 1.879 0.6412
H -1.503 -2.420 0.431 0.4318
H 0.050 -2.363 -0.195 0.3216
H -1.211 -2.561 -1.190 0.4445
H 1.595 -0.828 2.584 0.2104
H 2.904 -1.028 1.617 0.2438

***

<Q>
21
Properties=species:S:1:pos:R:3:mulliken_charge:R:1 method="wB97M-V/def2-TZVPD" gap_ev="5.759 / 5.957" spin_multiplicity=3
C -1.661 -2.751 0.168 -0.4610
C -1.541 -1.542 -0.530 -0.6295
C -0.509 -3.303 0.649 -0.2466
C -0.334 -0.960 -0.678 -0.3086
C 0.717 -2.652 0.504 -0.2366
C 0.092 2.846 -0.546 -1.2694
C 1.139 2.176 0.407 -0.4442
C 0.698 1.455 1.374 0.6650
N 0.760 -1.506 -0.132 -0.0493
O 0.351 0.803 2.285 -0.4108
I 3.808 -0.268 -0.030 -0.0599
H -2.398 -3.417 0.415 0.4472
H -2.381 -1.010 -0.910 0.3902
H -0.370 -4.307 1.248 0.2503
H -0.202 0.022 -1.160 0.4425
H -0.851 2.613 -0.305 0.4502
H 0.317 3.981 -0.520 0.3092
H 0.323 2.539 -1.502 0.3584
H 2.104 2.490 0.050 0.3496
H 2.516 -0.828 -0.633 0.1707
H 1.745 -2.871 0.876 0.2826

***

<P> comes first in stability; the runner-up is 68.3 kcal/mol higher.

***

<P>
6
Properties=species:S:1:pos:R:3:mulliken_charge:R:1 method="wB97M-V/def2-TZVPD" smiles="[H][H].N=C=O" gap_ev=11.789
H -3.339 -0.231 -0.572 0.0167
H -3.012 0.372 -0.625 -0.0169
N 1.306 -0.829 0.258 -0.5029
C 1.888 0.313 0.528 0.7002
O 2.500 1.370 0.886 -0.4710
H 0.657 -0.996 -0.475 0.2738

***

<Q>
6
Properties=species:S:1:pos:R:3:mulliken_charge:R:1 method="wB97M-V/def2-TZVPD" smiles=C#N.O gap_ev=12.285
C -0.267 -1.263 2.481 0.0601
N 0.611 -1.438 3.199 -0.3115
H -0.967 -0.956 1.723 0.2516
O -0.095 1.011 -2.630 -0.6483
H 0.339 0.863 -1.759 0.3199
H 0.379 1.783 -3.015 0.3283

***

<R>
6
Properties=species:S:1:pos:R:3:mulliken_charge:R:1 method="wB97M-V/def2-TZVPD" smiles="C=NO" gap_ev=11.072
C 0.171 0.113 -0.734 -0.2487
N -0.298 0.708 0.306 -0.2321
O -0.468 0.118 1.475 -0.2635
H 0.326 -0.907 -0.697 0.2244
H 0.321 0.781 -1.669 0.2192
H -0.053 -0.812 1.320 0.3007

***

<Q> comes first in stability; the runner-up is 20.4 kcal/mol higher.

***

<P>
28
Properties=species:S:1:pos:R:3:mulliken_charge:R:1 method="wB97M-V/def2-TZVPD" smiles=N[C@]12CCC[C@H]1Cc1ccccc12 gap_ev=9.977
N 0.670 -0.123 2.323 -0.7091
C -0.249 0.087 1.209 1.4526
C -1.230 1.219 1.500 -0.9136
C -2.503 1.102 0.707 -0.5499
C -2.487 -0.478 0.205 -0.8805
C -1.180 -1.193 0.808 -0.1276
C -0.426 -1.829 -0.347 -1.6691
C 0.688 -0.884 -0.840 0.4135
C 1.390 -0.991 -1.958 -0.7625
C 2.111 0.168 -2.382 -0.2536
C 2.183 1.209 -1.593 -0.7631
C 1.497 1.266 -0.387 -0.8431
C 0.623 0.211 -0.061 0.0676
H 0.997 1.019 2.306 0.4265
H 0.122 -0.407 3.119 0.3573
H -1.512 1.472 2.510 0.3660
H -0.759 2.281 1.035 0.1353
H -3.412 1.432 1.357 0.3243
H -2.303 1.716 -0.207 0.2421
H -3.430 -1.056 0.620 0.2971
H -2.569 -0.694 -1.029 0.2714
H -1.531 -1.698 1.766 0.5654
H -1.036 -2.374 -1.039 0.5739
H 0.048 -2.664 0.128 0.4000
H 1.481 -1.862 -2.563 0.4483
H 2.649 0.179 -3.390 0.2700
H 2.670 2.001 -2.043 0.4473
H 1.392 2.195 0.009 0.4136

***

<Q>
28
Properties=species:S:1:pos:R:3:mulliken_charge:R:1 method="wB97M-V/def2-TZVPD" smiles="C[C@@H]1[C@H]2C=CC=C[C@@]2(C#N)C1(C)C" gap_ev=9.023
C 1.613 -0.751 -1.728 -1.8209
C 0.441 -0.523 -0.738 -0.1999
C -0.608 0.487 -1.190 0.0296
C -1.924 0.061 -1.714 -0.9199
C -2.978 -0.106 -0.958 -0.4469
C -3.000 0.477 0.330 -0.1773
C -1.911 0.945 1.013 -1.1854
C -0.655 1.146 0.250 1.6296
C -0.356 2.558 0.158 -0.1770
N 0.153 3.581 0.077 -0.6311
C 0.695 0.246 0.649 1.8163
C 0.479 -0.687 1.799 -1.5686
C 2.026 0.848 0.544 -1.9584
H 1.927 0.155 -2.173 0.4340
H 1.401 -1.427 -2.569 0.4143
H 2.373 -1.336 -1.338 0.4699
H -0.063 -1.506 -0.599 0.2929
H -0.149 1.269 -1.815 0.3762
H -1.919 -0.393 -2.695 0.3916
H -3.888 -0.477 -1.424 0.3748
H -3.984 0.257 0.900 0.2804
H -2.060 1.541 1.948 0.3459
H -0.490 -0.790 2.357 0.3491
H 1.338 -0.461 2.519 0.3298
H 0.616 -1.726 1.441 0.3340
H 2.312 1.487 1.526 0.3427
H 2.103 1.649 -0.308 0.3533
H 2.805 0.217 0.364 0.5212

***

<P> comes first in stability; the runner-up is 1.3 kcal/mol higher.

***

<P>
16
Properties=species:S:1:pos:R:3:mulliken_charge:R:1 method="wB97M-V/def2-TZVPD" gap_ev=8.641
C 1.296 -0.008 -0.258 -0.5053
C 2.665 0.079 -0.212 -0.3991
C 0.641 0.866 -1.177 0.7343
C 1.614 1.408 -1.975 -0.1014
C -1.586 0.592 -0.515 -0.9648
O -0.011 -0.509 -3.793 -0.4295
O -1.982 -1.008 -2.522 -0.4598
O -0.664 1.082 -1.486 -0.4018
S 3.231 1.135 -1.440 -0.1243
S -1.330 -0.068 -3.343 0.7972
I 1.354 2.834 -3.483 0.0967
H 0.633 -0.802 0.296 0.1954
H 3.375 -0.427 0.414 0.4168
H -1.594 -0.549 -0.533 0.4103
H -2.531 1.036 -0.684 0.2923
H -1.377 0.990 0.438 0.4432

***

<Q>
16
Properties=species:S:1:pos:R:3:mulliken_charge:R:1 method="wB97M-V/def2-TZVPD" gap_ev="5.308 / 5.523"
C -0.717 1.816 0.190 -0.6559
C -0.617 3.036 -0.438 -0.2087
C 0.545 1.190 0.234 1.1870
C 1.515 1.899 -0.360 -0.4422
C -0.279 -0.804 1.391 -0.9189
O 4.770 2.124 0.523 -0.4390
O 3.928 0.392 2.101 -0.4378
O 0.742 -0.038 0.707 -0.3072
S 1.038 3.410 -0.903 -0.1050
S 3.998 0.931 0.746 0.6824
I 4.771 -0.930 -0.696 0.0856
H -1.665 1.405 0.689 0.2418
H -1.427 3.861 -0.738 0.2797
H -0.603 -0.199 2.229 0.4005
H 0.277 -1.530 1.934 0.3062
H -1.164 -1.131 0.853 0.3314

***

<P> comes first in stability; the runner-up is 84.2 kcal/mol higher.

***

<P>
12
Properties=species:S:1:pos:R:3:mulliken_charge:R:1 method="wB97M-V/def2-TZVPD" smiles="C#C/C=C/C=C" gap_ev=8.694
C 3.335 -0.451 0.153 -0.0007
C 2.279 0.107 -0.108 -0.3172
C 1.038 0.727 -0.206 -0.5302
C -0.125 0.022 -0.028 -0.1507
C -1.550 0.383 0.113 -0.1100
C -2.567 -0.479 -0.028 -0.7585
H 4.342 -0.851 0.105 0.4023
H 1.025 1.791 -0.129 0.3504
H 0.035 -1.030 -0.106 0.3101
H -1.754 1.338 0.560 0.2856
H -3.583 -0.044 -0.004 0.2448
H -2.476 -1.513 -0.323 0.2741

***

<Q>
12
Properties=species:S:1:pos:R:3:mulliken_charge:R:1 method="wB97M-V/def2-TZVPD" gap_ev=10.339
C 1.381 0.253 0.431 0.3839
C 2.262 0.118 -0.496 -0.8022
C -0.511 0.036 0.077 0.2514
C -1.718 0.033 -0.399 -0.7824
C 0.180 0.561 1.238 -0.3335
C 0.805 -0.654 -0.812 -0.3318
H -1.894 -0.524 -1.328 0.2757
H -2.439 0.617 0.109 0.3079
H 0.156 -0.033 2.184 0.2007
H 0.210 1.598 1.458 0.2516
H 0.543 -0.246 -1.728 0.3223
H 1.026 -1.760 -0.733 0.2564

***

<P> comes first in stability; the runner-up is 69.2 kcal/mol higher.

***

<P>
12
Properties=species:S:1:pos:R:3:mulliken_charge:R:1 method="wB97M-V/def2-TZVPD" smiles="C=C1C=CC=C1" gap_ev=8.692
C -2.057 -0.066 -0.101 -0.7887
C -0.771 -0.077 0.016 0.8826
C 0.034 1.162 0.084 -0.5205
C 1.354 0.808 -0.066 -0.3301
C 1.456 -0.708 -0.024 -0.2256
C 0.183 -1.166 0.128 -0.8338
H -2.741 -0.877 -0.126 0.3169
H -2.587 0.884 -0.051 0.2218
H -0.446 2.170 0.292 0.2762
H 2.177 1.632 -0.194 0.2703
H 2.349 -1.313 -0.222 0.3771
H 0.057 -2.218 0.080 0.3539

***

<Q>
12
Properties=species:S:1:pos:R:3:mulliken_charge:R:1 method="wB97M-V/def2-TZVPD" gap_ev="7.129 / 7.409"
C -1.308 -0.682 -0.630 -1.1548
C -0.045 -0.054 -0.078 0.3961
C 0.949 -0.856 0.443 -0.4019
C 2.319 -0.467 0.778 -0.5909
C -0.028 1.371 -0.033 -0.3528
C -0.091 2.573 0.008 0.2506
H -1.513 -0.251 -1.617 0.3112
H -1.196 -1.768 -0.736 0.3621
H -2.177 -0.477 0.005 0.3028
H 0.585 -1.867 0.584 0.2956
H 2.663 -1.313 1.438 0.1623
H -0.103 3.638 0.018 0.4199

***

<P> comes first in stability; the runner-up is 92.8 kcal/mol higher.